120
Properties=species:S:1:pos:R:3 method="wB97M-V/def2-TZVPD" orbital_gap_ev=8.411 multiplicity=1 homo_ev=-8.14 e_tot_ha=-3894.07194 fmax_ha_per_bohr=0.1030
C -1.23 -0.93 0.36
S 0.13 0.30 0.13
O 1.31 -0.62 -0.13
C -0.43 0.89 -1.47
H -0.97 -1.41 1.27
H -1.39 -1.48 -0.57
H -2.12 -0.29 0.57
H -1.39 1.43 -1.34
H -0.50 -0.10 -2.02
H 0.38 1.53 -1.87
C 4.04 1.16 -2.53
S 3.27 2.06 -3.84
O 1.98 2.57 -3.25
C 2.80 0.55 -4.83
H 4.20 1.72 -1.64
H 5.02 0.83 -2.88
H 3.46 0.25 -2.24
H 2.10 0.02 -4.17
H 3.61 -0.09 -5.19
H 2.24 0.84 -5.65
C 1.25 -3.38 3.72
S 1.20 -1.62 3.75
O 0.80 -1.14 5.09
C 2.94 -1.26 3.54
H 0.21 -3.71 3.72
H 1.90 -3.83 4.52
H 1.66 -3.72 2.76
H 3.14 -0.19 3.42
H 3.22 -1.70 2.60
H 3.54 -1.76 4.31
C -1.20 4.03 -4.43
S -1.47 2.22 -4.21
O -2.91 1.96 -4.59
C -0.56 1.64 -5.72
H -1.54 4.53 -3.53
H -1.76 4.26 -5.32
H -0.16 4.18 -4.66
H -0.69 0.54 -5.76
H 0.44 1.95 -5.47
H -0.95 2.18 -6.60
N 2.80 -4.75 0.57
C 1.73 -4.50 -0.19
C 1.23 -5.71 -0.66
C 2.05 -6.73 -0.19
C 2.99 -6.10 0.56
H 3.33 -4.15 1.16
H 1.31 -3.49 -0.34
H 0.35 -5.79 -1.23
H 1.97 -7.80 -0.43
H 4.02 -6.43 0.83
N -5.88 0.38 1.94
C -6.15 1.45 2.73
C -5.49 1.20 3.93
C -4.75 0.02 3.82
C -5.06 -0.46 2.56
H -6.33 0.13 1.07
H -6.67 2.29 2.40
H -5.56 2.05 4.68
H -3.98 -0.39 4.47
H -4.84 -1.41 2.14
N -0.92 3.94 4.43
C 0.31 3.69 3.85
C 0.38 2.38 3.46
C -0.85 1.80 3.91
C -1.64 2.77 4.40
H -1.29 4.80 4.67
H 1.15 4.39 3.85
H 1.21 1.89 2.92
H -1.23 0.83 3.72
H -2.63 2.62 4.78
N -2.34 -4.22 1.06
C -2.67 -3.33 2.02
C -2.58 -3.94 3.27
C -2.00 -5.25 3.12
C -1.87 -5.37 1.72
H -2.31 -4.00 0.06
H -2.96 -2.34 1.73
H -2.83 -3.67 4.28
H -1.91 -6.08 3.74
H -1.47 -6.19 1.15
N -3.04 -0.93 -5.16
C -2.61 -1.25 -3.90
C -1.81 -2.35 -3.97
C -1.73 -2.67 -5.37
C -2.49 -1.75 -6.09
H -3.61 -0.10 -5.32
H -2.87 -0.69 -3.03
H -1.36 -2.79 -3.11
H -1.25 -3.49 -5.86
H -2.78 -1.60 -7.09
N 4.07 -0.70 0.25
C 4.81 -1.79 0.04
C 6.09 -1.47 0.32
C 6.15 -0.15 0.80
C 4.92 0.33 0.78
H 3.06 -0.61 0.12
H 4.36 -2.70 -0.38
H 6.99 -2.04 0.19
H 6.99 0.48 1.00
H 4.52 1.34 1.02
N 2.29 4.01 -0.71
C 3.48 3.84 0.02
C 3.33 4.55 1.18
C 2.09 5.18 1.11
C 1.39 4.81 0.00
H 2.11 3.55 -1.64
H 4.29 3.29 -0.39
H 4.19 4.68 1.88
H 1.67 5.72 1.99
H 0.44 5.10 -0.37
N -3.08 2.95 1.49
C -3.83 2.62 0.41
C -3.26 3.08 -0.70
C -1.96 3.50 -0.34
C -1.89 3.49 1.03
H -3.20 2.67 2.44
H -4.74 2.11 0.53
H -3.60 3.07 -1.74
H -1.18 3.84 -1.01
H -1.16 3.89 1.76